C20H28N4O4 | ωB97M-V with the def2-TZVPD basis set

CARTESIAN COORDINATES (ANGSTROEM)
1 H -0.24547 2.60401 2.81932
2 H -1.09750 0.73305 -1.82318
3 C 0.25190 -0.78355 -0.84874
4 C -1.89735 0.23554 0.20451
5 H -1.38558 1.28659 2.86872
6 H -2.85025 0.70392 -0.00140
7 H 0.93727 -4.78094 -4.12483
8 H 2.05363 0.26623 -0.22512
9 C -0.85109 0.27646 -0.87453
10 H -0.17017 -1.74928 -0.55330
11 C 0.49491 -4.25737 -4.96141
12 C -0.95306 0.35416 5.19090
13 H -0.42657 -4.75515 -6.91522
14 H -0.79119 2.20333 0.31533
15 C 1.55036 3.17892 4.59818
16 C 0.94361 -0.94401 -2.19645
17 C -0.52970 -0.71417 -4.15144
18 N 0.07562 -1.49452 -3.22095
19 H 2.77693 3.58489 6.32812
20 H -2.03089 0.46853 5.05645
21 H 1.72075 2.87201 3.56617
22 H -1.53720 -4.38153 -4.06162
23 C -1.34998 -1.41512 -5.16521
24 C 1.22988 -0.29428 0.23156
25 C -0.69339 1.12572 0.34791
26 O 0.82177 1.94949 6.51411
27 C -1.53025 -2.73101 -5.46121
28 H -0.63321 -0.58890 4.74001
29 H -0.62238 -6.05239 -5.64943
30 N 0.42494 0.58314 1.07512
31 C 0.63629 0.69288 2.40937
32 H -0.72087 0.34012 6.25058
33 H -0.16818 4.45993 4.12576
34 H -0.02810 -2.49245 -3.29023
35 H -2.36870 0.31377 -6.18113
36 C -0.42704 -5.01247 -5.86578
37 C -0.99435 -3.99437 -4.91675
38 H 3.51367 4.04906 4.78129
39 C 0.70057 2.13444 5.31618
40 H 1.29165 0.02640 -2.55179
41 H 1.11630 -3.48975 -5.40245
42 N -2.83921 -1.58007 -6.85196
43 O -0.44210 0.50332 -4.15920
44 C -2.21242 -0.74810 -6.08052
45 H 1.81303 -1.59687 -2.08947
46 H 3.43760 2.34593 5.26235
47 N -0.24631 1.46762 4.58254
48 O -2.41088 -2.84197 -6.46568
49 C 2.90556 3.29651 5.28610
50 H 1.66266 -1.08607 0.84009
51 C -0.37165 1.57406 3.15554
52 H 0.63286 4.82453 5.65372
53 O 1.57203 0.16167 2.97771
54 H -1.93538 -0.63884 0.84391
55 C 0.80347 4.51684 4.62093
56 H 1.39315 5.29009 4.12650

Summary:
ΔE to the lowest compared entry with this formula, charge and spin = 3.605 eV
calculated total energy = -35343.520 eV
structure (SMILES) = CC(C)C(=O)N(C)CC(=O)N1C[C@H](CNC(=O)c2cnoc2C2CC2)[C@H]2C[C@H]21
LUMO level = 0.0115 Eh